--- A ---
Formula: C7H28O7
Source: the OMol25 dataset
Level of theory: ωB97M-V/def2-TZVPD

Results
frontier orbital gap (spin up / spin down) = 2.0 / 9.7 eV
E_LUMO (spin up / spin down) = 2.633 / 2.564 eV
molecular weight = 224.29 g/mol

ORCA input file:
```
! RIJCOSX wB97M-V def2-TZVPD def2/J DEFGRID3
* xyz -1 2
C 10.74 18.37 -27.89
O 11.46 19.57 -27.49
H 11.08 17.60 -27.19
H 9.65 18.43 -27.83
H 11.01 17.88 -28.82
H 11.20 19.89 -26.63
C 11.15 18.31 -19.02
O 12.09 19.38 -18.82
H 10.61 18.37 -19.97
H 11.73 17.39 -19.07
H 10.45 18.18 -18.19
H 11.64 20.15 -18.49
C 12.47 14.56 -20.78
O 11.55 14.65 -19.73
H 13.11 13.68 -20.73
H 11.99 14.48 -21.75
H 13.09 15.46 -20.79
H 11.08 13.81 -19.71
C 14.65 19.81 -20.79
O 14.88 20.07 -19.43
H 15.41 19.13 -21.19
H 13.63 19.48 -21.01
H 14.72 20.77 -21.30
H 14.06 19.77 -19.04
C 11.81 17.09 -22.95
O 11.63 16.44 -24.22
H 11.42 18.11 -22.97
H 11.28 16.54 -22.18
H 12.86 17.18 -22.69
H 10.70 16.45 -24.47
C 8.14 16.25 -23.43
O 8.91 16.04 -24.56
H 8.76 16.36 -22.53
H 7.43 17.07 -23.50
H 7.58 15.32 -23.29
H 8.31 16.01 -25.31
C 15.32 16.33 -24.44
O 16.60 16.99 -24.42
H 15.28 15.47 -23.77
H 14.51 17.02 -24.20
H 15.08 15.89 -25.40
H 16.46 17.80 -24.91
*
```

Atom charges from the Löwdin analysis, given in e for atoms 1 to 6: -0.2137 -0.1612 0.0556 0.0476 0.0634 0.0515


--- B ---
Formula: C7H28O7
Source: the OMol25 dataset
Level of theory: ωB97M-V/def2-TZVPD

Results
frontier orbital gap (spin up / spin down) = 2.2 / 9.7 eV
E_LUMO (spin up / spin down) = 2.707 / 2.619 eV
molecular weight = 224.29 g/mol

ORCA input file:
```
! RIJCOSX wB97M-V def2-TZVPD def2/J DEFGRID3
* xyz -1 2
C 0.86 -4.18 -0.99
O 1.97 -4.31 -1.94
H 0.17 -4.98 -1.26
H 1.14 -4.37 0.04
H 0.37 -3.21 -1.13
H 2.41 -5.15 -1.76
C -1.24 3.10 0.96
O -1.80 2.19 -0.02
H -1.79 3.15 1.90
H -0.19 2.92 1.21
H -1.38 4.04 0.43
H -2.49 1.67 0.42
C -3.00 -0.51 -2.53
O -3.56 -1.75 -2.95
H -2.23 -0.64 -1.78
H -2.32 -0.21 -3.33
H -3.71 0.22 -2.15
H -4.38 -1.67 -3.44
C 1.16 -0.12 -0.15
O 0.16 0.35 -0.98
H 1.91 -0.54 -0.82
H 1.55 0.71 0.45
H 0.87 -0.89 0.56
H -0.28 1.10 -0.55
C -3.46 4.26 -1.70
O -2.40 3.54 -2.31
H -3.03 5.10 -1.15
H -4.17 4.62 -2.45
H -4.04 3.66 -1.00
H -1.93 3.13 -1.58
C 3.84 -3.20 0.53
O 3.10 -4.03 1.43
H 4.68 -2.59 0.86
H 4.35 -3.78 -0.24
H 3.23 -2.45 0.02
H 2.51 -3.49 1.95
C 1.83 1.42 4.14
O 2.99 0.83 4.80
H 1.91 1.19 3.08
H 0.87 1.00 4.45
H 1.76 2.49 4.32
H 3.76 1.38 4.62
*
```

Atom charges from the Löwdin analysis, given in e for atoms 1 to 6: -0.1243 -0.1476 0.0676 0.0548 0.0773 0.0601


A takes first place; second place is 6.6 kcal/mol up.


--- A ---
Formula: C2H9NOS
Source: the OMol25 dataset
Level of theory: ωB97M-V/def2-TZVPD

Results
frontier orbital gap = 9.8 eV
E_LUMO = 0.904 eV
molecular weight = 95.17 g/mol
SMILES = NCCS.O

ORCA input file:
```
! RIJCOSX wB97M-V def2-TZVPD def2/J DEFGRID3
* xyz 0 1
C 0.32 0.94 0.83
C 0.75 1.70 -0.38
S 2.35 1.08 -1.05
N -0.26 -0.34 0.50
H 1.12 0.86 1.57
H -0.43 1.52 1.37
H 0.07 1.52 -1.19
H 0.71 2.76 -0.15
H 1.98 1.23 -2.33
H 0.38 -1.02 0.12
H -0.76 -0.81 1.24
H -1.61 -3.28 -0.82
H -2.78 -2.98 0.18
O -1.84 -3.18 0.11
*
```

Atom charges from the Löwdin analysis, given in e for atoms 1 to 6: -0.4033 -0.5573 0.6798 -0.0144 0.1012 0.1101


--- B ---
Formula: C2H9NOS
Source: the OMol25 dataset
Level of theory: ωB97M-V/def2-TZVPD

Results
frontier orbital gap = 10.0 eV
E_LUMO = 0.841 eV
molecular weight = 95.17 g/mol
SMILES = NCCS.O

ORCA input file:
```
! RIJCOSX wB97M-V def2-TZVPD def2/J DEFGRID3
* xyz 0 1
C -0.58 -2.00 0.50
C -0.96 -0.99 -0.56
S -1.74 0.59 0.08
N -0.87 -3.53 0.15
H -1.33 -1.79 1.29
H 0.20 -1.74 1.16
H -1.74 -1.42 -1.12
H -0.03 -0.63 -1.12
H -0.73 1.37 -0.42
H -1.64 -4.12 0.70
H -0.17 -4.05 0.60
H 3.07 6.26 -1.16
H 3.26 6.39 0.28
O 3.26 5.67 -0.36
*
```

Atom charges from the Löwdin analysis, given in e for atoms 1 to 6: -0.2956 -0.5456 0.6469 -0.0297 0.0721 0.0811


A takes first place; second place is 37.7 kcal/mol up.


--- A ---
Formula: C19H10IrN4O2S2
Source: the OMol25 dataset
Level of theory: ωB97M-V/def2-TZVPD

Results
frontier orbital gap = 6.0 eV
E_LUMO = 1.815 eV
molecular weight = 582.67 g/mol

ORCA input file:
```
! RIJCOSX wB97M-V def2-TZVPD def2/J DEFGRID3
* xyz -1 1
Ir 0.13 -1.32 0.84
C 4.44 -1.65 0.33
C 4.79 -0.31 0.16
C 3.81 0.66 0.13
C 2.47 0.28 0.27
C 2.10 -1.05 0.47
C 3.11 -2.02 0.49
C 1.33 1.18 0.16
C 1.48 2.59 0.01
C 0.39 3.37 -0.16
C -0.88 2.78 -0.26
C -2.04 3.55 -0.53
C -3.25 2.94 -0.69
C -3.35 1.54 -0.58
C -2.25 0.78 -0.29
C -0.99 1.38 -0.10
N 0.13 0.61 0.19
H 5.21 -2.41 0.35
H 5.83 -0.03 0.04
H 4.08 1.70 -0.02
H 2.86 -3.06 0.64
H 2.47 3.01 0.06
H 0.49 4.45 -0.24
H -1.93 4.62 -0.63
H -4.13 3.53 -0.90
H -4.30 1.05 -0.73
H -2.34 -0.28 -0.22
S -2.12 -2.00 1.46
C -2.70 -2.59 -0.07
C -4.07 -3.04 -0.10
N -5.17 -3.37 -0.10
C -1.97 -2.58 -1.21
S -0.31 -2.04 -1.30
C -2.53 -3.02 -2.45
N -2.98 -3.39 -3.45
O 0.73 -2.90 2.33
N 0.88 -2.07 3.24
O 0.59 -0.90 2.85
*
```

Atom charges from the Löwdin analysis, given in e for atoms 1 to 6: 0.9463 -0.0921 -0.1038 -0.0456 -0.1998 -0.2837


--- B ---
Formula: C19H10IrN4O2S2
Source: the OMol25 dataset
Level of theory: ωB97M-V/def2-TZVPD

Results
frontier orbital gap (spin up / spin down) = 6.1 / 6.1 eV
E_LUMO (spin up / spin down) = 1.377 / 1.515 eV
molecular weight = 582.67 g/mol

ORCA input file:
```
! RIJCOSX wB97M-V def2-TZVPD def2/J DEFGRID3
* xyz -1 1
Ir 0.24 0.65 -1.92
C -2.30 -2.44 -3.53
C -2.79 -3.06 -2.40
C -2.49 -2.56 -1.15
C -1.64 -1.46 -1.00
C -1.12 -0.84 -2.16
C -1.49 -1.32 -3.40
C -1.22 -0.93 0.29
C -1.51 -1.55 1.51
C -1.01 -1.03 2.68
C -0.23 0.14 2.65
C 0.33 0.71 3.80
C 1.06 1.88 3.73
C 1.22 2.52 2.50
C 0.67 1.99 1.35
C -0.03 0.77 1.38
N -0.51 0.21 0.25
H -2.54 -2.82 -4.51
H -3.42 -3.94 -2.49
H -2.92 -3.04 -0.28
H -1.13 -0.82 -4.30
H -2.11 -2.44 1.54
H -1.19 -1.52 3.63
H 0.18 0.22 4.75
H 1.50 2.31 4.62
H 1.78 3.44 2.44
H 0.78 2.49 0.41
S 2.12 2.28 -1.83
C 3.18 1.34 -0.85
C 4.12 2.10 -0.14
N 4.82 2.80 0.44
C 3.13 -0.05 -0.77
S 1.93 -1.01 -1.56
C 4.11 -0.79 -0.10
N 4.90 -1.44 0.42
O -2.93 2.90 -1.39
N -2.37 2.18 -2.21
O -1.13 2.10 -2.42
*
```

Atom charges from the Löwdin analysis, given in e for atoms 1 to 6: 0.9136 -0.0927 -0.1056 -0.0436 -0.2010 -0.3104


A takes first place; second place is 52.6 kcal/mol up.


--- A ---
Formula: C19H38O9
Source: the OMol25 dataset
Level of theory: ωB97M-V/def2-TZVPD

Results
frontier orbital gap = 10.1 eV
E_LUMO = 0.582 eV
molecular weight = 410.50 g/mol
SMILES = CCOC(C)=O.CCOC(C)=O.CCOC(C)=O.CCOC(C)=O.CC(C)=O

ORCA input file:
```
! RIJCOSX wB97M-V def2-TZVPD def2/J DEFGRID3
* xyz 0 1
O 43.01 57.61 7.99
C 42.14 58.26 7.74
O 42.16 59.27 6.87
C 43.32 59.66 6.30
C 43.11 60.82 5.33
C 40.65 58.04 8.21
H 43.90 58.91 5.90
H 43.91 59.89 7.20
H 44.02 61.12 4.89
H 42.67 61.54 5.85
H 42.46 60.55 4.54
H 40.01 57.59 7.40
H 40.35 58.87 8.31
H 40.77 57.46 9.17
O 48.52 55.43 3.14
C 48.35 56.05 2.06
O 48.93 57.26 1.75
C 49.84 57.72 2.70
C 50.11 59.24 2.39
C 47.43 55.59 0.96
H 50.66 57.18 2.81
H 49.38 57.68 3.63
H 51.01 59.77 2.96
H 49.47 59.80 2.54
H 50.22 59.43 1.34
H 47.34 56.16 0.09
H 46.51 55.27 1.48
H 47.72 54.53 0.89
O 48.52 56.81 10.94
C 48.46 57.92 10.58
O 47.39 58.73 10.57
C 46.16 58.24 11.18
C 44.98 59.09 10.65
C 49.68 58.73 10.20
H 46.27 58.15 12.36
H 45.98 57.17 10.66
H 44.55 58.58 9.73
H 45.37 60.12 10.32
H 44.28 59.20 11.34
H 49.48 59.55 9.61
H 50.38 58.24 9.57
H 50.41 58.86 11.13
O 50.72 57.11 6.92
C 51.52 56.16 6.76
O 51.19 54.88 7.23
C 49.88 54.50 7.64
C 49.81 53.01 7.53
C 52.86 56.41 6.18
H 49.17 55.07 6.91
H 49.60 54.72 8.75
H 50.68 52.48 8.14
H 49.90 52.45 6.46
H 48.80 52.54 7.89
H 52.73 56.08 5.22
H 53.70 56.08 6.91
H 53.17 57.48 5.94
C 47.30 58.10 7.00
C 47.51 59.61 6.71
O 46.61 60.46 6.82
C 48.90 59.94 6.26
H 46.27 57.69 7.20
H 47.70 57.68 7.98
H 47.31 57.51 5.96
H 49.01 61.17 6.26
H 49.20 59.50 5.32
H 49.59 59.67 6.84
*
```

Atom charges from the Löwdin analysis, given in e for atoms 1 to 6: 0.1799 -0.5732 0.0071 -0.2637 -0.0123 0.0694


--- B ---
Formula: C19H38O9
Source: the OMol25 dataset
Level of theory: ωB97M-V/def2-TZVPD

Results
frontier orbital gap = 10.4 eV
E_LUMO = 0.270 eV
molecular weight = 410.50 g/mol
SMILES = CCOC(C)=O.CCOC(C)=O.CCOC(C)=O.CCOC(C)=O.CC(C)=O

ORCA input file:
```
! RIJCOSX wB97M-V def2-TZVPD def2/J DEFGRID3
* xyz 0 1
O 5.62 2.72 1.72
C 5.19 1.92 0.87
O 5.98 1.14 0.16
C 7.42 1.40 -0.01
C 7.95 0.26 -0.87
C 3.67 1.54 0.63
H 7.87 1.41 1.10
H 7.71 2.33 -0.73
H 7.33 0.20 -1.89
H 7.65 -0.85 -0.66
H 9.00 0.12 -1.14
H 3.17 0.64 0.74
H 3.58 1.96 -0.26
H 3.18 2.33 1.15
O 0.50 0.36 -7.23
C 0.60 -0.75 -6.94
O 0.76 -1.29 -5.61
C 1.07 -0.39 -4.54
C 1.64 -1.13 -3.49
C 0.44 -1.90 -7.94
H 0.32 0.10 -4.32
H 1.74 0.38 -5.05
H 1.03 -1.76 -3.25
H 1.81 -0.37 -2.77
H 2.52 -1.78 -3.72
H -0.30 -2.54 -7.54
H 1.39 -2.43 -7.96
H 0.07 -1.47 -8.63
O -3.82 -6.44 1.48
C -4.20 -5.76 0.52
O -4.00 -4.42 0.52
C -3.34 -3.76 1.57
C -3.66 -2.27 1.54
C -4.85 -6.26 -0.80
H -2.31 -4.04 1.33
H -3.44 -4.12 2.65
H -4.80 -2.25 1.60
H -3.38 -1.86 0.58
H -3.23 -1.72 2.38
H -5.67 -7.08 -0.55
H -4.01 -6.60 -1.45
H -5.36 -5.75 -1.22
O -4.10 4.14 3.60
C -3.01 3.67 3.89
O -2.28 3.87 5.07
C -3.04 4.67 6.11
C -2.06 5.03 7.15
C -2.20 2.86 2.94
H -3.79 4.12 6.49
H -3.36 5.64 5.65
H -1.55 4.13 7.58
H -2.47 5.63 7.77
H -1.14 5.65 6.67
H -1.09 3.00 3.12
H -2.27 3.30 1.99
H -2.63 1.86 2.71
C -0.37 0.98 0.72
C -1.06 0.77 -0.61
O -1.84 1.64 -1.22
C -1.06 -0.64 -1.07
H 0.67 0.86 0.60
H -0.62 0.22 1.48
H -0.48 1.89 1.18
H -1.29 -1.41 -0.27
H -0.12 -0.88 -1.43
H -1.67 -0.86 -2.04
*
```

Atom charges from the Löwdin analysis, given in e for atoms 1 to 6: 0.0628 -0.4775 -0.0391 -0.2076 -0.1412 0.0465


A takes first place; second place is 29.9 kcal/mol up.